Here is a 7-piece molecular cluster, C36H56Br2F7N8O2 overall in a non-equilibrium geometry from OMol25. Energies are from ωB97M-V/def2-TZVPD.

Calculated values
strongest force on any atom = 1.60 eV/Å
E = -213355.1251 eV
total charge = +1

CARTESIAN COORDINATES (ANGSTROEM)
C -1.72 -1.79 0.44
C -0.59 -2.74 0.87
Br 0.87 -1.62 1.50
C -1.11 -3.72 1.94
Br -1.52 -2.73 3.57
C -0.30 -5.03 2.19
C 0.83 -5.37 1.22
C 2.20 -4.75 1.47
N 2.60 -4.42 2.91
N 3.43 -3.22 2.84
C 4.71 -3.42 2.27
O 5.37 -2.54 1.91
F 5.05 -4.70 2.20
C 3.50 -2.35 3.99
O 2.68 -1.60 4.33
F 4.66 -2.48 4.59
C 1.52 -4.39 3.94
C 2.05 -4.94 5.26
F 2.29 -6.28 5.14
F 3.26 -4.39 5.58
C 1.09 -4.74 6.49
F 1.84 -4.55 7.59
F 0.31 -3.66 6.30
F 0.32 -5.82 6.65
C 0.30 -5.24 3.58
H -2.70 -2.18 0.73
H -1.72 -1.61 -0.62
H -1.59 -0.86 0.96
H -0.27 -3.26 -0.02
H -2.08 -4.01 1.57
H -1.01 -5.84 2.08
H 0.93 -6.45 1.24
H 0.56 -5.14 0.19
H 2.32 -3.85 0.88
H 2.96 -5.43 1.10
H 3.23 -5.18 3.20
H 1.11 -3.40 4.11
H -0.47 -5.09 4.33
H 0.55 -6.30 3.62
C -3.96 0.27 -2.91
C -3.99 1.65 -2.27
C -2.60 2.30 -2.18
C -1.68 1.50 -1.38
N -0.96 0.86 -0.75
H -3.36 -0.43 -2.33
H -4.97 -0.13 -2.98
H -3.54 0.32 -3.92
H -4.42 1.58 -1.26
H -4.64 2.30 -2.84
H -2.67 3.29 -1.72
H -2.17 2.41 -3.17
C 5.89 1.53 3.80
C 6.85 0.61 3.05
C 8.10 1.33 2.54
C 7.73 2.39 1.59
N 7.45 3.22 0.86
H 5.51 2.32 3.14
H 5.03 0.97 4.17
H 6.38 2.01 4.65
H 6.33 0.14 2.22
H 7.17 -0.20 3.72
H 8.76 0.64 2.03
H 8.65 1.78 3.36
C -4.70 1.54 -7.14
C -6.12 1.96 -7.47
C -6.65 2.99 -6.46
C -6.67 2.43 -5.11
N -6.67 1.98 -4.05
H -4.64 1.04 -6.17
H -4.32 0.84 -7.88
H -4.03 2.40 -7.12
H -6.77 1.09 -7.49
H -6.15 2.40 -8.47
H -7.67 3.29 -6.72
H -6.03 3.87 -6.46
C 0.26 4.58 -4.86
C -0.41 4.60 -6.23
C -1.76 3.87 -6.24
C -1.59 2.46 -5.89
N -1.43 1.36 -5.59
H 0.49 3.56 -4.55
H 1.20 5.14 -4.89
H -0.38 5.03 -4.10
H 0.25 4.15 -6.97
H -0.58 5.63 -6.54
H -2.21 3.92 -7.23
H -2.45 4.32 -5.53
C -9.28 7.49 -4.76
C -8.17 8.37 -5.32
C -7.24 7.61 -6.27
C -6.57 6.51 -5.58
N -6.05 5.65 -5.02
H -8.88 6.68 -4.16
H -9.94 8.07 -4.12
H -9.89 7.05 -5.56
H -7.59 8.80 -4.50
H -8.61 9.20 -5.87
H -6.47 8.28 -6.66
H -7.79 7.20 -7.11
C 6.44 -4.17 6.77
C 6.48 -4.02 8.29
C 7.35 -2.84 8.75
C 8.73 -3.01 8.30
N 9.81 -3.17 7.94
H 7.43 -4.38 6.37
H 5.79 -4.99 6.49
H 6.07 -3.26 6.30
H 6.85 -4.94 8.73
H 5.47 -3.87 8.67
H 7.35 -2.76 9.83
H 6.97 -1.91 8.34

Here are the Löwdin charges for atoms 1 to 4, given in e: -0.1789, -0.7323, 0.8149, -0.6310

Here is a 3-piece molecular cluster, C27H49N2O6P2 overall in a non-equilibrium geometry from OMol25. Energies are from ωB97M-V/def2-TZVPD.

Calculated values
strongest force on any atom = 1.57 eV/Å
energy above the lowest of the compared OMol25 structures with the same formula, charge and spin = 0.00 kJ/mol
E = -62627.2064 eV
total charge = +1

CARTESIAN COORDINATES (ANGSTROEM)
C 0.52 4.35 -0.39
P -0.08 2.63 -0.15
C 0.22 2.36 1.64
C 1.19 1.53 -1.04
C 2.64 1.85 -0.50
C 3.33 0.82 0.42
C 3.89 -0.40 -0.28
C 3.47 -1.68 0.06
C 3.94 -2.80 -0.61
C 4.85 -2.65 -1.65
C 5.31 -1.38 -1.97
C 4.84 -0.27 -1.29
C 0.85 0.06 -0.98
C 0.16 -0.75 0.08
O -1.03 -0.16 0.48
C -2.09 -0.15 -0.45
O -3.15 -0.81 0.15
C -4.27 -0.95 -0.71
C -4.95 0.38 -1.03
O -5.22 1.10 0.16
N 1.25 -0.51 -2.06
C 1.87 0.42 -2.99
O 1.72 -0.07 -4.29
C 1.11 1.72 -2.62
C 1.68 2.99 -3.23
P -0.58 1.51 -3.47
N -1.83 2.25 -2.91
H 0.66 4.79 0.59
H -0.23 4.89 -0.95
H 1.48 4.40 -0.90
H 1.08 2.92 2.02
H -0.68 2.73 2.13
H 0.35 1.32 1.90
H 2.58 2.78 0.06
H 3.31 2.05 -1.33
H 4.17 1.35 0.88
H 2.67 0.52 1.24
H 2.77 -1.81 0.87
H 3.58 -3.77 -0.31
H 5.20 -3.52 -2.18
H 6.04 -1.26 -2.76
H 5.21 0.72 -1.55
H 0.02 -1.77 -0.30
H 0.81 -0.82 0.95
H -2.33 0.90 -0.65
H -1.81 -0.65 -1.39
H -3.96 -1.41 -1.65
H -4.96 -1.62 -0.20
H -5.89 0.16 -1.54
H -4.32 0.97 -1.70
H -4.73 1.92 0.16
H 1.17 -1.49 -2.31
H 2.93 0.54 -2.75
H 2.35 0.35 -4.88
H 2.64 3.27 -2.80
H 0.98 3.82 -3.09
H 1.80 2.86 -4.30
H -0.74 0.12 -3.49
H -0.21 1.85 -4.78
H -2.23 2.92 -3.56
C 0.74 -6.51 2.04
C -0.05 -6.73 0.75
C 0.73 -5.87 -0.24
O 2.09 -5.88 0.20
C 2.17 -6.45 1.51
H 0.60 -7.30 2.77
H 0.46 -5.56 2.49
H 0.00 -7.78 0.45
H -1.10 -6.45 0.82
H 0.36 -4.83 -0.23
H 0.68 -6.24 -1.26
H 2.61 -7.45 1.44
H 2.82 -5.82 2.13
C -4.48 2.52 4.92
C -4.79 3.86 4.26
C -3.40 4.35 3.88
O -2.62 3.18 3.61
C -3.33 2.01 4.06
H -5.32 1.83 4.94
H -4.14 2.68 5.95
H -5.40 3.70 3.36
H -5.32 4.56 4.91
H -2.94 4.90 4.70
H -3.40 4.99 3.00
H -3.70 1.46 3.19
H -2.63 1.37 4.60

Here are the Löwdin charges for atoms 1 to 4, given in e: -0.2605, 0.9755, -0.2495, -0.4019

Here is C10H17ClILaNOP as an isolated structure in a non-equilibrium geometry from OMol25. Energies are from ωB97M-V/def2-TZVPD.

Calculated values
strongest force on any atom = 4.18 eV/Å
E = -44937.7940 eV
total charge = +2

CARTESIAN COORDINATES (ANGSTROEM)
C 0.17 -1.93 -0.42
I -0.10 3.24 0.26
H -0.74 -2.58 -0.39
H 0.80 -2.25 0.41
H 0.70 -2.23 -1.34
La -0.85 0.27 0.30
P -0.20 0.50 -2.57
C 1.33 1.03 -3.38
C -0.83 -0.87 -3.58
H -2.31 1.77 -2.42
H -1.64 1.73 -4.11
H -0.92 2.83 -2.83
C -1.39 1.85 -3.04
H -1.76 -1.24 -3.12
H -1.04 -0.51 -4.61
H 1.16 1.20 -4.45
H 2.09 0.25 -3.24
H -0.09 -1.67 -3.58
H 1.69 1.95 -2.90
C 2.13 0.40 -0.13
O 3.25 0.60 -0.14
Cl -3.32 -0.41 -0.19
C 0.21 -0.50 5.33
C 0.65 0.70 4.73
C 0.62 0.83 3.34
N 0.15 -0.18 2.53
C -0.30 -1.34 3.11
C -0.27 -1.53 4.49
H 0.22 -0.62 6.41
H 1.00 1.54 5.34
H 0.94 1.76 2.85
H -0.69 -2.12 2.44
H -0.66 -2.46 4.91

Here are the Löwdin charges for atoms 1 to 4, given in e: -0.1199, 0.3724, 0.0543, 0.0363

Here is a 10-piece molecular cluster, C54H134N10O2 overall in a non-equilibrium geometry from OMol25. Energies are from ωB97M-V/def2-TZVPD.

Calculated values
spin multiplicity = 2
strongest force on any atom = 4.42 eV/Å
energy above the lowest of the compared OMol25 structures with the same formula, charge and spin = 516.37 kJ/mol
<S²> = 0.754
E = -77151.8222 eV
total charge = +1

CARTESIAN COORDINATES (ANGSTROEM)
C -0.96 4.01 2.07
C -2.34 4.25 2.72
N -2.40 4.37 4.22
C -3.82 4.37 4.68
C -4.28 2.96 4.79
C -1.74 5.59 4.55
C -1.35 5.71 6.07
H -0.62 4.96 1.68
H -1.15 3.40 1.18
H -0.34 3.44 2.76
H -2.77 5.22 2.46
H -3.14 3.61 2.36
H -4.04 4.84 5.64
H -4.34 5.02 3.97
H -4.10 2.68 5.82
H -5.34 2.77 4.69
H -3.77 2.25 4.13
H -2.19 6.52 4.22
H -0.76 5.62 4.07
H -2.24 5.72 6.71
H -0.63 6.51 6.20
H -0.89 4.78 6.39
C -6.73 -1.91 3.38
C -5.99 -0.59 3.08
N -5.92 -0.20 1.63
C -7.35 0.02 1.22
C -7.49 0.14 -0.30
C -5.08 0.97 1.38
C -3.60 0.60 1.26
H -6.56 -2.65 2.60
H -7.80 -1.81 3.51
H -6.21 -2.44 4.19
H -6.35 0.25 3.68
H -4.98 -0.63 3.48
H -8.03 -0.75 1.57
H -7.66 1.00 1.60
H -8.44 0.64 -0.51
H -6.76 0.88 -0.62
H -7.39 -0.80 -0.85
H -5.32 1.76 2.09
H -5.19 1.47 0.42
H -3.61 -0.46 0.99
H -2.97 0.78 2.14
H -3.16 1.19 0.46
C 0.21 -0.14 -5.14
C 0.20 0.46 -6.50
N 0.31 -0.66 -7.43
C 1.76 -1.14 -7.51
C 1.77 -2.61 -8.01
C -0.31 -0.29 -8.74
C -1.86 -0.33 -8.55
H -0.62 -0.84 -5.08
H 0.03 0.61 -4.38
H 1.14 -0.63 -4.84
H -0.77 0.95 -6.56
H 0.98 1.15 -6.82
H 2.18 -0.52 -8.29
H 2.17 -1.09 -6.50
H 1.15 -2.74 -8.89
H 2.83 -2.82 -8.15
H 1.45 -3.34 -7.25
H -0.03 -1.05 -9.46
H 0.21 0.53 -9.22
H -2.18 0.45 -7.85
H -2.19 -1.23 -8.04
H -2.28 -0.28 -9.55
C 3.93 7.15 -5.17
C 4.29 6.66 -3.79
N 3.33 5.72 -3.21
C 3.90 4.93 -2.05
C 2.99 3.90 -1.43
C 2.10 6.36 -2.86
C 0.82 5.73 -3.43
H 4.31 6.44 -5.92
H 4.52 8.00 -5.50
H 2.84 7.18 -5.23
H 5.35 6.42 -3.73
H 4.41 7.56 -3.18
H 4.19 5.55 -1.19
H 4.80 4.43 -2.41
H 2.64 3.17 -2.17
H 2.16 4.52 -1.10
H 3.37 3.39 -0.54
H 2.05 6.52 -1.78
H 2.10 7.39 -3.20
H 1.11 4.71 -3.67
H 0.14 5.67 -2.58
H 0.42 6.40 -4.19
C -0.01 1.73 8.75
C -1.10 0.74 8.36
N -0.89 0.24 7.01
C -1.70 -0.99 6.86
C -1.01 -2.17 7.49
C -1.14 1.30 6.05
C -0.75 0.75 4.59
H 0.11 2.02 9.79
H -0.11 2.62 8.12
H 0.96 1.32 8.46
H -1.00 -0.06 9.10
H -2.10 1.10 8.58
H -2.66 -0.89 7.37
H -1.86 -1.16 5.80
H -0.14 -2.53 6.95
H -0.67 -1.89 8.49
H -1.59 -3.08 7.65
H -0.54 2.20 6.23
H -2.18 1.61 6.18
H -1.62 0.21 4.23
H 0.09 0.06 4.64
H -0.56 1.59 3.93
C 6.27 0.03 -2.93
C 6.48 1.10 -2.01
N 7.29 0.71 -0.78
C 8.77 0.87 -0.91
C 9.56 0.16 0.26
C 6.69 0.95 0.51
C 5.55 -0.06 0.79
H 5.50 0.32 -3.66
H 5.88 -0.87 -2.45
H 7.18 -0.11 -3.51
H 6.94 1.96 -2.49
H 5.49 1.40 -1.66
H 9.03 0.37 -1.84
H 9.20 1.88 -0.89
H 10.59 -0.04 -0.01
H 9.51 0.69 1.22
H 9.12 -0.79 0.57
H 6.47 2.02 0.40
H 7.38 0.90 1.35
H 4.82 -0.22 0.00
H 4.92 0.00 1.67
H 5.93 -1.06 0.96
C 4.52 -5.44 -5.05
C 3.20 -4.63 -4.99
N 2.80 -4.43 -3.55
C 1.39 -4.08 -3.63
C 0.62 -4.16 -2.37
C 3.57 -3.48 -2.72
C 4.58 -4.29 -1.84
H 4.78 -5.66 -6.08
H 4.44 -6.26 -4.34
H 5.27 -4.69 -4.78
H 3.30 -3.68 -5.51
H 2.46 -5.28 -5.45
H 1.34 -3.08 -4.05
H 0.82 -4.69 -4.33
H 0.68 -5.12 -1.87
H 0.97 -3.42 -1.64
H -0.46 -3.98 -2.37
H 2.92 -2.97 -2.01
H 4.03 -2.66 -3.26
H 5.06 -3.82 -0.99
H 5.42 -4.59 -2.46
H 4.08 -5.20 -1.51
C -1.60 -5.87 1.07
C -2.53 -4.91 1.95
N -1.86 -3.82 2.72
C -2.85 -3.06 3.54
C -3.24 -3.67 4.88
C -1.16 -2.77 1.93
C 0.28 -3.20 1.60
H -2.16 -6.67 0.60
H -0.73 -6.26 1.60
H -1.10 -5.34 0.25
H -3.19 -4.43 1.23
H -3.11 -5.56 2.61
H -3.76 -2.90 2.98
H -2.34 -2.17 3.92
H -3.96 -3.01 5.36
H -2.37 -3.80 5.53
H -3.56 -4.67 4.58
H -1.61 -2.62 0.95
H -1.05 -1.79 2.39
H 0.32 -4.29 1.53
H 0.53 -2.98 0.56
H 0.96 -2.65 2.25
C -4.50 -2.22 -0.82
O -3.66 -1.63 -1.52
N -4.70 -3.48 -0.88
C -5.73 -4.10 -0.10
C -3.78 -4.34 -1.60
H -5.24 -1.69 -0.22
H -6.28 -4.76 -0.77
H -6.40 -3.30 0.22
H -5.37 -4.70 0.74
H -3.42 -3.81 -2.48
H -3.04 -4.75 -0.91
H -4.20 -5.25 -2.00
C 0.80 0.93 0.98
O 1.89 1.48 1.27
N 0.60 0.30 -0.16
C 1.59 0.05 -1.14
C -0.74 -0.13 -0.66
H -0.17 0.99 1.50
H 1.55 0.62 -2.06
H 1.48 -0.96 -1.55
H 2.61 0.08 -0.74
H -0.76 -1.12 -1.11
H -1.54 -0.19 0.08
H -0.97 0.77 -1.23

Here are the Löwdin charges for atoms 1 to 4, given in e: -0.0680, -0.2304, -0.1766, -0.2405

Here is C5H10O2 as an isolated structure in a non-equilibrium geometry from OMol25. Energies are from ωB97M-V/def2-TZVPD.

Calculated values
strongest force on any atom = 2.97 eV/Å
energy above the lowest of the compared OMol25 structures with the same formula, charge and spin = 344.68 kJ/mol
E = -9439.4706 eV

CARTESIAN COORDINATES (ANGSTROEM)
C -0.94 -1.73 0.81
C 0.08 -0.76 0.26
O -0.01 -0.71 -1.14
C 0.91 0.21 -1.56
C 0.84 1.53 -0.13
C -0.15 0.73 0.67
O -1.47 1.12 0.36
H -0.75 -2.73 0.43
H -1.95 -1.41 0.53
H -0.86 -1.74 1.90
H 1.11 -1.07 0.51
H 0.72 0.34 -2.64
H 1.85 0.31 -1.09
H 1.74 1.77 0.49
H 0.48 2.48 -0.51
H -0.04 0.79 1.76
H -1.57 0.94 -0.58

Here are the natural (NBO) charges for atoms 1 to 4, given in e: -0.6263, 0.0740, -0.5176, -0.0958

Here is one molecule with the formula C21H22NO3P in a non-equilibrium geometry from OMol25. Energies are from ωB97M-V/def2-TZVPD.

Calculated values
SMILES = Cc1cccc(OP(=O)(NCc2ccccc2)Oc2cccc(C)c2)c1
strongest force on any atom = 13.29 eV/Å
energy above the lowest of the compared OMol25 structures with the same formula, charge and spin = 1037.69 kJ/mol
E = -39044.5922 eV

CARTESIAN COORDINATES (ANGSTROEM)
C -2.55 -4.45 1.86
C -2.14 -3.43 0.72
C -3.19 -3.42 -0.23
C -2.86 -2.44 -1.32
C -1.67 -1.71 -1.41
C -0.83 -1.69 -0.16
O 0.16 -0.67 0.09
P 0.58 0.39 -1.04
O 1.04 -0.30 -2.42
N -0.48 1.53 -0.80
C -0.99 1.99 0.56
C -2.38 2.02 0.49
C -3.27 1.02 0.71
C -4.50 1.31 0.52
C -5.21 2.49 0.48
C -4.42 3.55 0.09
C -3.12 3.52 0.37
O 1.91 0.88 0.01
C 3.15 0.48 -0.03
C 3.45 -0.74 -0.29
C 4.67 -1.49 -0.20
C 5.68 -0.74 0.25
C 5.47 0.75 0.65
C 6.42 1.72 1.25
C 4.12 1.17 0.37
C -1.02 -2.51 0.82
H -3.51 -4.55 1.95
H -2.00 -4.33 2.74
H -2.15 -5.58 1.47
H -3.99 -3.90 -0.62
H -3.50 -2.24 -2.33
H -1.41 -0.85 -2.02
H -0.58 2.03 -1.76
H -0.39 3.15 0.57
H -0.68 1.30 1.33
H -2.77 -0.08 0.79
H -5.14 0.36 0.72
H -6.26 2.71 0.09
H -4.88 4.57 0.19
H -2.38 4.41 0.13
H 2.64 -1.56 -0.88
H 4.91 -2.42 -0.21
H 6.69 -0.95 0.39
H 7.00 1.12 2.26
H 6.05 2.67 1.56
H 7.27 1.57 0.48
H 3.86 2.07 0.79
H -0.63 -2.61 1.63

Here are the natural (NBO) charges for atoms 1 to 4, given in e: -0.5914, 0.0701, -0.2898, -0.1646